Entry 1:
120
Properties=species:S:1:pos:R:3 method="wB97M-V/def2-TZVPD" orbital_gap_ev="2.0764 / 9.8312" s_squared=0.75 lumo_ev="1.642 / 1.528" total_charge=-1 multiplicity=2
H -0.28027 -1.70181 -0.47606
H 0.13655 -0.29491 -0.58424
O 0.51298 -1.17012 -0.35190
H -1.94138 -3.26424 0.91160
H -2.06303 -3.95802 -0.48236
O -1.68799 -3.18640 -0.02853
H -2.17544 3.59810 0.87518
H -3.34011 3.20730 1.65265
O -3.08416 3.92060 1.04467
H 2.16223 2.92306 0.43129
H 1.19612 1.76821 -0.15488
O 2.01885 2.25288 -0.22196
H -2.17351 3.51197 -1.69527
H -0.90648 3.86361 -2.52402
O -1.28475 3.89314 -1.64083
H -2.47645 1.40876 -4.51230
O -2.35066 0.58167 -4.01781
H 4.14997 -0.10385 -2.04532
O 3.33606 0.32130 -2.43459
H 4.73370 -0.76598 -0.13039
H 5.38019 -1.65968 -1.19712
O 5.20974 -0.73681 -0.97891
H -0.30142 6.02006 2.73495
H -1.51994 5.16337 2.89871
O -0.56421 5.08904 2.75674
H 4.03078 2.90241 -1.56965
H 2.72194 2.40736 -2.05396
O 3.42837 3.02922 -2.30986
H 2.02804 -5.80678 0.03301
H 3.01346 -4.86639 0.43575
O 2.40742 -5.51230 0.84947
H 2.58659 -0.44167 5.04540
O 1.92557 -1.11204 4.84884
H 5.70074 -2.15045 2.58979
H 4.29946 -2.18323 2.54416
O 4.98374 -2.61969 3.04441
H -2.08769 -0.41787 -1.15588
H -2.32808 -1.76801 -0.57835
O -2.83797 -0.98352 -0.92551
H -3.35825 -0.72047 0.95167
H -3.71712 -0.35743 2.42863
O -3.04335 -0.27617 1.76052
H 4.52581 -3.04877 0.76555
H 5.33609 -3.69299 -0.11673
O 5.06491 -3.87331 0.79681
H 1.48785 -3.89038 1.73291
H 0.25597 -3.07031 1.21680
O 1.11786 -2.99806 1.64630
H 0.88837 -4.65653 3.86252
H 1.03774 -3.32554 4.41027
O 1.41917 -4.21190 4.53831
H 2.56807 -2.54921 -3.34161
O 2.50537 -3.05259 -2.50816
H -4.85181 0.50004 0.27530
H -4.61104 1.96405 -0.01287
O -5.00686 1.38256 0.62763
H 0.63278 6.75374 -1.57021
O 0.06104 6.19262 -1.05039
H -4.17002 -0.53842 -4.53885
H -3.95609 -1.66953 -5.50862
O -4.48263 -1.43746 -4.73700
H 0.43370 1.32324 4.48907
H -0.06259 2.66567 3.64397
O 0.63845 2.08653 3.95301
H -2.23085 -3.52189 3.97279
H -3.72546 -3.29859 3.77705
O -2.88674 -3.29146 3.29960
H 0.89032 -4.76943 -3.34478
H -0.45799 -4.66200 -3.11636
O 0.15531 -5.40219 -3.19131
H 0.28027 4.01004 0.18174
H 0.42679 3.87206 1.72759
O 0.03780 3.46573 0.95046
H 0.03681 -1.78975 3.04295
H -0.01029 -1.08420 4.45613
O -0.31859 -1.82415 3.92491
H -1.07530 1.24629 -6.67508
H 0.06747 1.73961 -5.82403
O -0.82013 1.99232 -6.11900
H -4.19934 -3.28094 -1.80119
H -5.35059 -2.97045 -2.86443
O -5.13461 -3.14325 -1.95058
H 2.79800 -0.77535 -3.87921
H 1.53480 -0.53335 -4.47681
O 2.32650 -1.03644 -4.70623
H 2.73539 -0.47719 0.97384
H 2.20338 -1.69543 1.18136
O 3.13108 -1.34583 0.95700
H 1.22372 2.76543 -2.85299
O 0.39636 2.49964 -3.27917
H -0.87158 0.05793 2.16421
H -0.13041 1.32781 1.59615
O -0.01165 0.40800 1.87802
H 3.04043 -3.79125 -2.82933
H -1.73798 0.98139 -3.37420
H -0.77037 5.93691 -1.45300
H 2.70862 0.00231 -1.75894
H 2.10561 -1.64656 4.07009
H 0.05898 1.78092 -2.70767
O 2.60701 1.00032 2.30060
H 2.43195 1.83921 2.73892
H 1.77458 0.55153 2.06015
O -0.47786 1.28404 -0.95187
H -0.15100 2.20922 -0.94262
H -0.82572 1.19190 -0.04280
O -2.47477 -5.24884 -1.94293
H -1.80675 -5.95025 -1.97965
H -3.30130 -5.71603 -1.90841
O -3.54217 1.85569 -1.78379
H -2.74055 1.52603 -1.36789
H -3.60331 1.48356 -2.63646
O -4.14676 4.82998 -1.57496
H -4.51257 4.48716 -0.76562
H -3.26329 5.14698 -1.46313
O -2.91607 1.90181 5.26602
H -2.76421 1.28669 4.55105
H -3.79287 1.83825 5.65180
O 4.39577 4.03468 3.16999
H 4.83268 3.28132 2.76049
H 4.57912 4.76247 2.56983

Entry 2:
120
Properties=species:S:1:pos:R:3 method="wB97M-V/def2-TZVPD" orbital_gap_ev=10.2310 lumo_ev=-0.387
H -4.30271 2.76774 -3.88556
H -3.11451 2.12225 -4.13424
O -3.60162 2.67636 -4.61481
H 0.32884 -2.89447 0.16011
H 1.30073 -1.71728 -0.15034
O 0.90663 -2.45859 -0.45744
H 4.13452 1.30837 0.03372
H 3.66529 1.73951 1.52870
O 4.06634 2.07353 0.61831
H 0.10088 2.10730 -0.88910
H 0.11333 3.64919 -1.40625
O 0.56619 2.78737 -1.40583
H -0.26251 -1.48833 -1.65908
H -0.68383 -1.17737 -3.01175
O -0.63010 -0.79184 -2.12921
H 3.56884 3.77107 2.57886
O 2.79887 4.03146 2.02984
H -1.71492 2.81285 1.43843
O -2.07332 3.44840 0.83399
H 4.27275 -3.66323 2.10130
H 4.46004 -2.04836 2.68492
O 4.70582 -2.75110 2.11709
H -2.77732 -0.42368 0.47609
H -2.89530 0.95166 1.18571
O -3.09709 0.53469 0.36858
H -3.31464 0.39482 -1.54584
H -2.28067 0.78403 -2.69434
O -3.19684 0.77374 -2.50063
H -1.38700 5.14718 1.71173
H -2.29441 6.19534 1.47471
O -1.51304 5.85150 1.10429
H 1.15813 1.47714 -5.50252
O 1.30892 0.88069 -4.81062
H 1.59158 3.45453 -3.04028
H 2.92326 3.24988 -3.41954
O 2.08712 2.91541 -3.62233
H -0.90249 -5.18691 2.23868
H -0.29119 -5.99546 3.45342
O -0.31724 -6.07959 2.42173
H 2.95219 -3.58026 -0.88771
H 4.45127 -3.35976 -1.27944
O 3.64552 -2.88308 -1.13763
H 3.46853 -0.61686 2.52766
H 4.75317 0.28971 1.68159
O 4.16443 0.38758 2.67333
H -3.98187 2.21788 0.63993
H -3.78658 3.56313 0.88339
O -4.50856 2.93009 0.72603
H -1.55964 -2.61234 1.15141
H -1.36887 -2.51886 2.76988
O -0.89513 -2.49638 1.80933
H 2.98421 0.28639 -2.33079
O 2.62877 0.92948 -1.54630
H -4.17762 -2.35371 -0.26759
H -3.17030 -2.95478 -1.29206
O -3.14347 -2.48926 -0.44584
H 5.49810 -0.13552 -0.88064
O 5.16552 -0.52395 -0.11898
H 1.13667 3.29667 0.78253
H 0.98932 4.48231 1.47296
O 0.58163 3.67482 1.46408
H -3.38902 -2.94191 2.53657
H -3.35507 -3.73292 1.38933
O -3.07089 -3.79219 2.27635
H -4.03409 -1.90062 -3.54478
H -3.44108 -0.54902 -3.05829
O -3.36318 -1.24430 -3.81223
H 0.20955 0.07373 1.03034
H -0.28800 0.15766 -0.53827
O -0.28100 -0.36721 0.30830
H -1.40502 5.04045 -1.90717
H -1.52822 4.18371 -3.44707
O -1.41275 4.21528 -2.39658
H 3.60394 -5.20206 2.11253
H 2.24429 -4.89538 2.93505
O 3.19482 -4.88923 2.89535
H 5.75374 2.30459 -0.62353
H 4.60994 1.52480 -1.70831
O 5.33298 2.14853 -1.48605
H 1.00509 -5.48018 1.08057
H 1.41867 -4.23184 0.25028
O 1.68888 -5.16020 0.42719
H -3.70968 4.24888 -1.75435
H -4.92498 3.60282 -0.88946
O -4.61833 3.86350 -1.77596
H -4.86651 -0.00808 0.80797
H -5.69273 -0.12657 2.05179
O -5.46672 -0.44704 1.24488
H -2.98314 -2.76498 -3.01046
O -3.63179 -3.53802 -2.66398
H 0.02302 0.07880 3.78007
H -0.06081 -0.77781 4.97145
O -0.59779 -0.51976 4.20367
H 1.85143 1.34283 -1.86109
H 2.88295 3.92087 1.02327
H 5.31709 -1.43483 -0.00467
H -1.67406 3.25928 0.06246
H 1.59942 1.32455 -4.05308
H -3.21717 -4.18361 -3.23841
O 1.00940 3.87515 4.92822
H 0.14305 4.07633 5.53786
H 1.47818 4.61102 4.59984
O 0.51261 1.90182 3.07749
H 1.29981 2.44595 2.62819
H 0.20626 2.35764 3.76789
O -1.37736 -5.07102 0.62039
H -1.19480 -5.97086 0.22362
H -1.82388 -4.53459 0.14019
O 2.01182 -0.81455 5.26515
H 1.11859 -0.57222 5.60582
H 2.52919 -0.00409 5.36016
O -1.77015 -5.35126 -2.13365
H -1.49248 -6.09941 -2.29726
H -2.10460 -4.60033 -2.66439
O -1.60328 -2.86383 -4.31455
H -1.01152 -2.99867 -4.97208
H -1.68673 -1.75870 -4.28994
O 3.32797 4.09180 -0.83439
H 3.49072 3.24968 -0.37957
H 3.97878 4.16448 -1.55835

These records have energy above the lowest of the compared OMol25 structures with the same formula, charge and spin values of 118.5; 1805.5 kJ/mol, in the order they appear.